[1]
ORCA calculation (the ωB97M-V functional and the def2-TZVPD basis) on a molecular structure, C19H16Cl3PPdSe2Te2.

Last column: natural (NBO) charge in e.
Atoms and positions in Å:
H1 0.854 -0.623 -2.001  0.214
H2 -3.226 -3.214 -0.979  0.210
H3 3.012 -2.581 4.321  0.193
C1 1.946 -0.763 3.900  -0.219
H4 1.207 3.678 -2.656  0.220
C2 -1.881 -1.688 -0.314  -0.194
C3 3.327 1.848 -0.756  -0.242
Cl1 -4.227 0.624 -0.985  0.041
C4 -0.733 -0.946 -0.590  -0.364
H5 -1.983 -3.644 -3.079  0.199
Cl2 -1.041 2.456 -1.567  0.019
C5 2.392 1.098 -0.063  -0.128
C6 1.266 -1.949 1.488  -0.247
H6 0.061 -2.339 -3.584  0.197
Se1 -3.968 0.091 2.476  -0.782
H7 2.395 -3.640 2.172  0.194
Pd1 -1.828 1.381 1.820  0.064
H8 0.775 0.917 3.222  0.267
Te1 -3.677 2.523 3.105  -0.125
C7 2.398 -2.043 3.608  -0.230
C8 -0.036 -1.197 -1.771  -0.169
C9 -3.516 0.580 -2.588  -0.395
P1 -0.250 0.326 0.650  0.942
H9 -3.378 1.590 -2.952  0.216
C10 -0.481 -2.166 -2.661  -0.242
Se2 0.653 4.776 1.015  -0.916
Te2 -0.646 3.625 2.819  -0.216
H10 -2.573 0.046 -2.538  0.226
C11 -2.320 -2.663 -1.198  -0.222
H11 2.205 -0.295 4.842  0.206
C12 2.053 -2.638 2.403  -0.221
C13 -1.624 -2.902 -2.375  -0.229
H12 4.381 1.726 -0.538  0.197
H13 1.001 -2.416 0.547  0.216
C14 1.148 -0.079 2.995  -0.210
H14 3.634 3.373 -2.240  0.198
C15 0.640 2.187 -1.244  0.027
H15 -2.448 -1.454 0.584  0.264
C16 2.911 2.765 -1.710  -0.200
C17 1.025 1.243 -0.297  -0.407
Cl3 -4.547 -0.274 -3.785  -0.103
H16 2.729 0.394 0.685  0.208
C18 1.562 2.934 -1.956  -0.219
C19 0.808 -0.667 1.776  -0.240

Properties
Spin multiplicity: 1
E_LUMO in eV: 4.18
Charge: -2
HOMO-LUMO gap in eV: 4.06
HOMO in eV: 0.1

***

[2]
ORCA calculation (the ωB97M-V functional and the def2-TZVPD basis) on CH3I2NO in the gas phase.

Last column: natural (NBO) charge in e.
Atoms and positions in Å:
C1 0.142 0.453 -0.275  -0.277
I1 -4.337 -1.110 0.122  0.272
H1 0.898 1.155 0.160  0.174
O1 -0.854 0.979 -1.080  -0.752
H2 -0.349 -0.264 0.404  0.189
I2 -2.490 1.778 -0.137  1.311
N1 -3.060 0.338 0.851  -1.116
H3 0.693 -0.170 -0.967  0.199

Properties
Spin multiplicity: 1
E_LUMO (spin up / spin down) in eV: -0.88 / -0.88
Charge: 0
HOMO-LUMO gap (spin up / spin down) in eV: 7.89 / 7.89
HOMO (spin up / spin down) in eV: -8.8 / -8.8

***

[3]
ORCA calculation (the ωB97M-V functional and the def2-TZVPD basis) on a molecular structure, C42H49ClEuN12O3PS.

Last column: Mulliken spin population.
Atoms and positions in Å:
C1 -4.237 -0.923 1.649  0.001
C2 4.712 -1.456 1.105  0.000
H1 -1.009 6.644 -1.004  0.000
C3 -5.222 1.424 0.866  0.000
C4 1.753 2.217 -4.431  0.000
N1 -3.393 0.091 1.566  0.004
H2 2.321 1.033 3.428  -0.001
H3 0.823 -1.584 -2.104  -0.001
C5 2.146 -2.023 -3.731  0.000
C6 2.299 -0.045 -5.235  0.000
C7 5.878 0.578 0.115  0.000
H4 2.710 -2.698 -3.058  0.000
C8 -1.264 4.538 0.823  -0.001
H5 -0.051 -1.852 5.044  0.000
H6 2.826 2.438 -4.609  0.000
C9 0.140 2.240 -2.534  0.003
N2 -3.894 8.284 -1.486  0.000
H7 6.645 -0.693 1.725  0.000
H8 -2.355 -4.463 2.955  0.000
H9 1.235 5.213 1.255  0.000
C10 -1.016 -4.377 -1.750  -0.001
C11 -4.368 6.203 -0.419  0.001
C12 -0.579 -2.774 4.692  0.000
N3 0.859 2.039 2.335  0.007
C13 -2.537 -2.478 -2.009  0.001
H10 -5.129 5.520 -0.018  0.000
N4 -0.585 -5.507 3.401  0.000
C14 -1.812 -5.108 -2.606  0.001
H11 -1.675 -5.175 5.199  0.000
H12 4.219 -1.805 2.010  0.000
C15 -2.102 6.810 -0.962  0.001
C16 1.294 -3.222 2.495  -0.002
H13 1.493 -3.360 1.408  -0.001
H14 -1.327 -4.805 1.546  0.000
C17 -5.586 -0.766 1.366  0.000
H15 1.492 -0.405 -5.919  0.000
C18 -3.381 3.574 0.419  -0.007
H16 -0.218 2.703 -1.586  0.004
H17 -0.769 2.253 -3.202  -0.001
H18 4.579 0.738 -1.627  0.000
H19 -3.698 -0.798 -2.577  0.000
H20 -0.641 5.430 0.968  0.001
H21 1.937 -3.064 4.930  0.000
C19 -2.935 2.368 1.032  0.005
C20 -4.735 7.438 -0.930  0.000
C21 1.424 4.247 1.724  -0.002
Cl1 -4.042 -5.697 -3.975  0.000
C22 0.490 3.205 1.817  -0.012
C23 -0.857 3.304 1.366  0.015
H22 -1.589 -6.156 -2.895  0.000
C24 1.154 0.200 -3.065  -0.006
C25 2.050 1.974 2.937  0.000
C26 -2.533 4.674 0.268  -0.003
H23 1.990 -4.801 5.335  0.000
H24 6.255 1.568 0.387  0.000
H25 5.287 0.331 2.188  0.000
C27 -1.280 -2.991 -1.395  0.002
H26 1.439 -2.655 -4.314  0.000
C28 1.472 -4.031 4.759  0.000
C29 3.063 -1.230 -4.686  0.000
N5 0.471 0.864 -2.150  0.002
N6 1.361 -1.164 -2.862  0.002
C30 -0.633 -5.215 4.846  0.000
H27 0.887 4.010 -3.555  0.000
C31 -1.299 -4.488 2.610  0.000
H28 1.935 -2.377 2.802  0.000
C32 2.928 3.011 2.891  0.000
H29 6.619 0.110 -0.558  0.000
C33 -3.351 -3.265 -2.845  0.000
N7 0.051 -3.963 5.242  0.000
H30 3.931 1.575 -0.174  0.000
P1 -0.513 -2.786 2.781  0.011
H31 2.974 0.598 -5.799  0.000
C34 1.243 3.013 -3.226  0.000
C35 -2.992 5.867 -0.393  0.000
H32 -0.095 -4.777 -1.321  0.000
H33 -4.298 -2.905 -3.257  0.000
S1 3.470 -0.845 -0.117  0.001
C36 -3.867 1.306 1.203  -0.001
Eu1 -0.249 0.193 0.169  6.947
H34 -3.854 -1.904 1.944  0.000
C37 0.820 -5.551 2.952  0.000
H35 -5.714 2.337 0.536  0.000
H36 -1.948 8.773 -1.905  0.000
O1 -0.455 -2.273 -0.704  0.004
C38 4.483 0.689 -0.530  0.000
H37 1.217 2.368 -5.408  0.000
H38 -1.630 -2.734 5.047  0.000
H39 3.313 -1.907 -5.506  0.000
H40 -6.368 -1.569 1.500  0.000
H41 -4.357 3.650 -0.133  0.000
H42 -5.769 7.763 -0.955  0.000
C39 5.691 -0.302 1.366  0.000
N8 1.706 0.753 -4.194  0.000
H43 0.821 -5.660 1.866  0.000
N9 -6.030 0.408 0.912  0.000
O2 -2.347 -0.193 -1.166  -0.005
N10 -1.663 2.209 1.410  0.015
H44 5.209 -2.334 0.594  0.000
H45 -0.079 -6.035 5.349  0.000
O3 2.208 -0.365 0.611  0.011
H46 3.893 2.932 3.388  0.000
C40 -3.019 -4.615 -3.112  0.000
N11 1.626 -4.364 3.323  0.000
H47 4.012 -0.995 -4.212  0.000
H48 2.061 3.179 -2.517  0.000
H49 1.304 -6.437 3.365  0.000
C41 -2.592 8.007 -1.475  0.000
C42 -2.890 -1.073 -1.884  0.005
N12 2.614 4.142 2.265  0.000

Properties
Spin multiplicity: 8
E_LUMO (spin up / spin down) in eV: -3.30 / -3.30
Charge: +1
HOMO-LUMO gap (spin up / spin down) in eV: 6.05 / 6.14
HOMO (spin up / spin down) in eV: -9.4 / -9.4
Expectation value of S²: 15.759

***

[4]
ORCA calculation (the ωB97M-V functional and the def2-TZVPD basis) on 3 unconnected molecules or ions with the total composition CH2NO4S.

Last column: natural (NBO) charge in e.
Atoms and positions in Å:
O1 -0.292 -0.318 0.305  -1.001
C1 -0.082 2.947 0.845  0.592
H1 0.212 0.522 0.268  0.507
H2 -1.178 -0.044 0.538  0.458
O2 5.601 -1.713 1.243  -0.824
S1 4.309 -2.337 1.026  1.655
O3 4.284 -3.767 1.283  -0.830
O4 0.724 2.213 0.328  -0.788
N1 -0.864 3.651 1.359  -0.768

Properties
Spin multiplicity: 1
E_LUMO in eV: 0.78
Charge: -1
HOMO-LUMO gap in eV: 4.96
HOMO in eV: -4.2

***

Per-record relative energy (zero: lowest compared OMol25 entry of this formula, charge and spin), kJ/mol: 2.7, 151.6, 38.9, 58.1